{"formula": "C13H48N10O11", "method": "ωB97M-V/def2-TZVPD", "e_lumo_ha": 0.007, "spin_multiplicity": 1, "energy_ha": -1899.18870, "smiles": "NC(N)=O.NC(N)=O.NC(N)=O.NC(N)=O.NC(N)=O.CCO.CCO.CO.CO.CO.CO", "homo_lumo_gap_ev": 8.1960, "total_charge": 0, "species": ["C", "C", "O", "H", "H", "H", "H", "H", "H", "C", "C", "O", "H", "H", "H", "H", "H", "H", "C", "O", "N", "N", "H", "H", "H", "H", "C", "O", "N", "N", "H", "H", "H", "H", "C", "O", "N", "N", "H", "H", "H", "H", "C", "O", "N", "N", "H", "H", "H", "H", "C", "O", "N", "N", "H", "H", "H", "H", "C", "O", "H", "H", "H", "H", "C", "O", "H", "H", "H", "H", "C", "O", "H", "H", "H", "H", "C", "O", "H", "H", "H", "H"], "xyz": [[3.3184, 0.0087, 5.0537], [2.5319, -0.3790, 3.7820], [1.2129, 0.1956, 3.8856], [3.2016, 1.0297, 5.3584], [4.3531, -0.1574, 5.0031], [3.0529, -0.6058, 5.9119], [2.3303, -1.4708, 3.7053], [2.9463, 0.0110, 2.8644], [0.9026, -0.1031, 4.7109], [0.7383, -1.6457, -1.2175], [1.5522, -0.6012, -0.4007], [0.6082, 0.0661, 0.4316], [0.2939, -2.4125, -0.4918], [1.4116, -2.2433, -1.8214], [-0.0138, -1.2298, -1.9135], [1.9480, 0.1785, -1.0014], [2.4538, -0.9584, 0.1612], [1.0402, 0.7917, 0.8539], [1.8858, 3.3547, 2.3065], [2.0975, 2.4094, 1.3188], [1.6006, 3.0174, 3.5545], [2.0301, 4.6631, 2.1635], [1.5505, 1.9769, 3.6668], [1.2714, 3.6768, 4.3094], [2.2779, 5.0874, 1.2634], [1.8822, 5.3523, 2.9192], [-4.0832, -1.8649, -1.8308], [-5.0543, -2.5264, -1.1399], [-2.8287, -1.7498, -1.4805], [-4.1902, -1.4938, -3.0681], [-2.6686, -1.9678, -0.4477], [-2.2659, -1.0683, -1.9040], [-5.1248, -1.5781, -3.4800], [-3.8245, -0.5195, -3.2251], [-0.6555, 2.5465, -1.2839], [-0.7922, 2.6780, 0.0742], [-0.7135, 3.5443, -2.1543], [-0.3174, 1.3666, -1.8392], [-1.1962, 4.3398, -1.8486], [-0.4359, 3.4352, -3.0858], [-0.1160, 0.6472, -1.2038], [0.0467, 1.1544, -2.7734], [-2.8986, -0.9229, 1.5031], [-4.1671, -0.4512, 1.7331], [-2.6632, -2.1508, 1.1090], [-1.8752, -0.1525, 1.5308], [-3.4893, -2.7941, 1.2048], [-1.7632, -2.7101, 1.1683], [-2.0418, 0.8119, 1.8147], [-0.9746, -0.2940, 1.0104], [-1.3977, -3.0347, -4.4010], [-0.5214, -3.5830, -5.3330], [-1.5774, -3.5153, -3.2211], [-2.0962, -1.9776, -4.5412], [-1.1094, -4.3711, -2.9580], [-2.0616, -2.9971, -2.4522], [-2.0145, -1.7327, -5.5330], [-3.0107, -1.7833, -4.0411], [-1.2616, 2.3142, 3.4262], [-2.2221, 2.3678, 2.3810], [-0.4244, 1.7889, 2.8784], [-1.6373, 1.8412, 4.3234], [-0.9663, 3.2967, 3.6581], [-1.8498, 2.8803, 1.6170], [3.9304, 2.0717, -0.9955], [4.3160, 1.3203, -2.1555], [4.4773, 2.9745, -1.0183], [4.1821, 1.5192, -0.0814], [2.8638, 2.2308, -1.1952], [4.3640, 1.8890, -2.9629], [1.0757, -0.3184, -4.7172], [-0.3240, 0.0374, -4.4177], [1.6759, -0.2789, -3.8417], [1.4148, 0.2124, -5.6007], [1.0773, -1.3825, -4.9847], [-0.8745, -0.7357, -4.4328], [0.1509, -2.9675, 2.2733], [-0.7770, -3.9618, 1.7525], [1.2018, -3.2808, 2.2269], [-0.0578, -2.6723, 3.2697], [0.0871, -1.9541, 1.7787], [-1.0189, -4.4898, 2.5379]]}